Formula: C24H75O31P7
Source: OMol25
Level of theory: the ωB97M-V functional and the def2-TZVPD basis

The geometry in XYZ format:
```
137
Properties=species:S:1:pos:R:3:forces:R:3:mulliken_spin:R:1
C 1.395603 5.356431 -0.721672 -0.5 1.4 0.3 0.0000
O 1.635487 4.452002 -1.728406 0.2 -2.0 -1.3 0.0000
H 0.992121 4.815586 0.134357 0.2 0.1 0.1 0.0000
H 2.300988 5.917463 -0.490150 0.0 0.0 0.5 0.0000
H 0.647897 6.062907 -1.082124 -0.2 0.3 0.4 0.0000
H 1.871957 4.861330 -2.563954 0.0 0.3 0.1 0.0000
C 4.413087 3.023224 -0.689474 -0.9 -1.2 0.7 0.0000
O 3.757099 2.708777 -1.892465 0.7 -0.1 -1.0 0.0000
H 5.012717 2.154119 -0.418916 0.2 0.1 0.1 0.0000
H 5.049762 3.905496 -0.623529 -0.2 0.3 -0.5 0.0000
H 3.592971 3.062199 0.027450 0.4 0.4 0.8 0.0000
H 2.865922 3.061825 -1.839966 -0.2 0.4 0.0 0.0000
C 0.209222 1.711588 0.145248 0.4 -0.8 -0.5 0.0001
O -0.694702 0.618649 0.140182 -0.7 0.3 0.8 -0.0001
H 0.715294 1.792287 -0.816760 -0.2 0.3 -0.4 -0.0001
H -0.362138 2.610964 0.374947 0.2 0.0 0.0 0.0000
H 1.038237 1.567309 0.838086 -0.3 0.2 0.5 0.0000
H -0.336008 -0.188386 -0.236161 0.5 0.2 -0.5 -0.0001
C 1.252167 -3.241276 0.937934 0.4 0.6 -2.2 -0.0036
O 0.882299 -3.799734 2.167442 -1.3 -4.4 2.1 0.0169
P 0.847734 -5.448352 2.357577 -0.6 2.6 -4.8 -0.0513
O 0.392252 -5.958707 3.689973 0.0 0.0 0.1 0.6061
O 2.331965 -5.906584 2.024761 -1.4 -0.3 0.7 0.2174
C 3.373193 -5.156221 2.655535 1.5 0.5 0.8 0.0222
O -0.024717 -6.062770 1.072210 1.4 2.4 3.6 0.1395
C -0.421324 -7.418191 0.935514 -0.2 -0.7 -1.3 -0.0049
H 0.530427 -2.515275 0.563613 -0.2 0.3 0.7 0.0007
H 1.243434 -3.953210 0.112597 0.4 -0.3 0.1 -0.0023
H 2.224366 -2.760981 1.048584 0.0 -0.1 0.0 0.0032
H 3.013622 -4.394636 3.347479 -0.2 0.0 -0.2 -0.0201
H 3.997654 -4.672918 1.904159 -0.3 0.0 -0.3 0.0218
H 4.032410 -5.827727 3.205638 -0.2 -0.3 -0.1 0.0154
H -1.441949 -7.467933 0.556112 -0.2 0.5 0.4 0.0085
H -0.335986 -8.045639 1.822719 0.5 0.2 -0.1 0.0055
H 0.162742 -7.689614 0.056131 0.3 -0.9 0.3 0.0193
C 2.144136 0.485524 -7.097655 2.0 0.7 -0.1 0.0000
O 0.992376 0.033513 -6.459625 -2.7 -0.2 0.4 0.0000
P -0.266068 1.073424 -6.418994 -0.9 1.1 -0.2 0.0000
O -0.604068 1.789641 -7.680218 0.8 -1.0 1.6 0.0000
O -1.521246 0.236933 -5.806687 2.2 -0.4 -0.5 0.0000
C -2.775176 0.870122 -5.544353 -0.3 0.3 0.0 0.0000
O 0.193010 2.121464 -5.270123 -0.5 -0.1 -1.1 0.0000
C 0.456346 1.819768 -3.916761 -0.1 -0.5 0.6 -0.0002
H 1.975157 1.180246 -7.920391 -0.2 -0.2 0.0 0.0000
H 2.790573 -0.336349 -7.405486 -0.6 -0.4 -0.4 0.0000
H 2.790751 0.975068 -6.369410 -0.1 0.5 0.2 0.0000
H -2.864564 1.773647 -6.147478 -0.1 0.2 0.3 0.0000
H -2.860977 1.026676 -4.469067 0.1 0.5 -0.1 0.0000
H -3.610225 0.220079 -5.805571 0.4 -0.3 -0.3 0.0000
H 1.526879 1.717552 -3.738963 0.1 -0.1 -0.2 0.0000
H -0.066442 0.914798 -3.607206 0.1 -0.2 0.0 0.0001
H 0.113537 2.613153 -3.252600 -0.2 0.3 -0.4 0.0001
C 1.981258 5.307108 5.829246 1.3 3.0 1.3 0.0000
O 1.705892 4.038391 5.458425 -1.6 -3.0 -2.3 0.0000
P 0.967323 3.689492 4.039794 -0.3 1.5 -0.1 0.0000
O -0.183656 4.561602 3.626140 2.0 -1.2 0.7 0.0000
O 2.186373 3.608059 2.964023 0.3 0.3 1.1 0.0000
C 3.059698 4.753029 2.715265 -1.1 0.2 -1.3 0.0000
O 0.644981 2.160375 4.229400 -0.7 0.1 -0.1 0.0000
C -0.546021 1.595186 3.612388 0.2 -0.5 -0.7 0.0000
H 2.785739 5.268053 6.563676 0.0 -0.1 0.2 0.0000
H 1.171556 5.859090 6.306538 -0.4 -0.3 -0.2 0.0000
H 2.392236 5.953704 5.053937 -0.2 -0.1 -0.4 0.0000
H 4.030885 4.865588 3.197174 -0.3 -0.9 0.7 0.0000
H 2.482640 5.665656 2.864303 0.1 0.1 0.0 0.0000
H 3.265270 4.665234 1.648434 0.1 0.2 0.0 0.0000
H -0.205019 0.917636 2.829602 0.1 -0.1 0.1 0.0000
H -1.198634 2.299048 3.095877 0.3 0.5 0.4 0.0000
H -1.133937 1.016971 4.325213 0.3 0.3 0.3 0.0000
C 0.136277 -2.795709 -5.293347 -0.2 -1.1 -1.1 0.0000
O 0.061382 -1.941269 -4.208239 0.1 1.3 3.3 0.0000
P 0.882856 -2.126311 -2.842895 -1.6 -1.5 -0.4 0.0003
O 0.577631 -1.184256 -1.756272 -0.1 0.2 -0.4 0.0002
O 0.575034 -3.668164 -2.377400 2.3 1.1 -0.8 0.0009
C -0.683380 -4.191831 -2.085869 -1.6 -0.3 0.4 0.0011
O 2.376283 -2.157335 -3.313424 0.0 -0.4 0.5 0.0000
C 3.073024 -0.920656 -3.505665 1.0 0.7 -0.3 0.0000
H 0.333627 -3.834956 -5.030454 0.3 0.0 0.3 0.0000
H 0.912913 -2.429990 -5.965042 -0.4 -0.1 -0.3 0.0000
H -0.876418 -2.800708 -5.696485 0.3 0.2 -0.6 0.0000
H -0.769561 -4.635907 -1.094175 0.6 0.6 0.5 -0.0027
H -0.938855 -5.075937 -2.669986 0.2 0.4 -0.9 0.0002
H -1.460653 -3.430912 -2.156215 -0.1 -0.2 -0.1 0.0000
H 4.006325 -0.953794 -2.943563 0.0 -0.2 -0.1 0.0000
H 2.586538 0.004073 -3.195319 -0.6 -0.5 0.3 0.0000
H 3.296836 -0.790080 -4.564422 0.0 -0.3 0.0 0.0000
C -5.788534 -3.226215 1.324138 -2.5 1.1 -1.3 0.0000
O -5.017698 -4.317141 1.599498 2.8 -2.0 0.4 0.0000
P -3.564365 -4.590363 0.945940 -0.1 -0.2 1.0 -0.0001
O -3.384963 -4.118662 -0.443421 -0.1 -0.7 1.4 0.0001
O -2.519100 -3.956766 2.057188 -0.7 -0.9 -1.0 0.0034
C -2.491001 -2.523963 2.213246 -0.5 0.1 0.2 -0.0015
O -3.421439 -6.204276 1.213528 0.5 3.1 -2.1 0.0010
C -3.339719 -6.720422 2.493282 -0.6 -1.1 1.4 -0.0019
H -5.591426 -2.855743 0.318156 0.3 0.5 0.2 0.0000
H -5.821908 -2.461833 2.100486 0.6 0.0 0.0 0.0000
H -6.810581 -3.598113 1.252006 -0.2 0.0 0.1 0.0000
H -1.711085 -2.104225 1.577908 -0.2 0.1 0.1 0.0004
H -2.353028 -2.272919 3.264936 0.5 -0.3 0.0 0.0004
H -3.470366 -2.088384 2.015214 0.1 0.0 -0.5 -0.0004
H -3.500260 -5.972079 3.269381 0.0 -0.1 0.0 0.0006
H -2.399133 -7.242388 2.669193 0.3 0.3 -0.1 0.0021
H -4.097098 -7.503649 2.525264 -0.2 0.1 0.5 0.0000
C -4.520260 7.246007 -1.664209 -0.9 0.4 0.4 0.0000
O -3.806623 6.018130 -1.706022 -0.2 -2.3 -1.4 0.0000
P -4.346293 4.768545 -2.658062 -0.1 0.3 -0.4 0.0000
O -4.914444 5.141925 -3.989111 1.1 -0.7 2.1 0.0000
O -3.076374 3.718875 -2.700655 -1.9 1.9 -0.2 0.0000
C -2.213151 3.650699 -1.576271 1.0 -0.2 0.1 -0.0001
O -5.397625 4.006978 -1.678238 0.4 0.8 -0.1 0.0000
C -6.058527 2.800697 -2.043905 -0.1 -1.0 0.0 0.0000
H -4.637662 7.530883 -0.618669 0.2 -0.1 0.1 0.0000
H -5.533300 7.134700 -2.050778 0.1 0.0 -0.3 0.0000
H -4.010084 8.064236 -2.172466 0.2 -0.4 -0.2 0.0000
H -2.515729 4.245530 -0.714464 -0.4 -0.3 0.0 0.0000
H -1.243823 4.041422 -1.885847 0.1 0.0 0.0 0.0000
H -2.076817 2.594083 -1.345863 -0.1 0.1 0.3 0.0001
H -5.539610 2.281300 -2.849545 0.0 0.1 -0.1 0.0000
H -7.120350 2.874768 -2.278731 0.1 1.0 -0.5 0.0000
H -6.119399 2.116472 -1.197601 0.7 0.2 0.3 0.0000
C 2.985427 0.350897 1.908802 2.2 1.2 -1.3 0.0000
O 2.288463 -0.469977 2.774921 -0.7 -2.0 1.9 -0.0002
P 3.076644 -1.428734 3.802522 0.0 0.5 1.6 -0.0009
O 4.239093 -2.214200 3.304675 -1.7 0.6 0.2 0.0004
O 3.441230 -0.387506 5.009251 -1.4 -0.9 -2.2 0.0002
C 3.945315 -0.924542 6.203824 1.4 -0.4 0.8 0.0000
O 1.902711 -2.361914 4.481147 2.8 0.4 -1.5 0.0020
C 0.830031 -1.746784 5.131208 -1.3 0.5 -0.2 0.0004
H 2.804618 0.096863 0.864348 -0.2 -0.2 0.1 0.0000
H 4.057467 0.247918 2.076833 0.2 -0.1 -0.1 0.0000
H 2.812473 1.419083 2.039875 -0.6 -0.2 0.4 0.0000
H 4.085844 -2.005059 6.232947 -0.2 -0.2 -0.6 0.0000
H 3.317871 -0.712390 7.069502 0.0 0.6 -0.2 0.0000
H 4.949516 -0.505095 6.265092 -0.1 0.1 0.7 0.0000
H 0.987805 -1.567590 6.194734 0.2 -0.1 0.0 0.0000
H 0.007055 -2.444714 4.977200 -0.2 0.2 0.3 -0.0001
H 0.603965 -0.804112 4.632865 -0.2 0.1 0.2 0.0001
```
Forces are in eV/Å.

Results
- maximum force (Eh/bohr) = 0.10634
- E_tot (Eh) = -5681.49340
- charge = +1
- frontier orbital gap (alpha / beta) (Eh) = 0.35062 / 0.08785
- 2S+1 = 2
- LUMO energy (alpha / beta) (eV) = -2.221 / -9.371


Formula: C4H6N2O
Source: OMol25
Level of theory: the ωB97M-V functional and the def2-TZVPD basis

The geometry in XYZ format:
```
13
Properties=species:S:1:pos:R:3:forces:R:3:mulliken_charge:R:1
C -0.909366 1.391698 -1.420796 0.0 0.0 0.0 -1.0234
C -0.126977 0.418876 -0.602546 0.0 0.1 -0.1 0.4655
N 1.090696 0.014698 -0.844202 -0.3 0.1 0.1 -0.6134
C 1.424518 -0.847783 0.183270 0.1 -0.2 0.2 -0.3812
C 0.380903 -0.941133 1.056162 0.1 0.2 -0.3 0.4008
O 0.163753 -1.591047 2.225322 0.2 -0.1 0.0 -0.5277
N -0.612536 -0.144029 0.554599 0.0 0.0 0.0 -0.0830
H -0.224888 1.865624 -2.126962 -0.1 -0.1 0.1 0.2819
H -1.357349 2.171670 -0.794478 0.1 -0.1 -0.1 0.3101
H -1.712667 0.910205 -1.990203 0.1 0.0 0.1 0.2679
H 2.389313 -1.335099 0.233514 -0.2 0.1 0.0 0.3846
H 1.017702 -1.893436 2.557660 -0.2 0.0 0.0 0.3294
H -1.523102 -0.020246 0.968660 0.1 0.0 -0.1 0.1884
```
Forces are in eV/Å.

Results
- SMILES string = Cc1ncc(O)[nH]1
- maximum force (Eh/bohr) = 0.00700
- E_tot (Eh) = -340.77447
- frontier orbital gap (Eh) = 0.32096
- energy above the lowest of the compared OMol25 structures with the same formula, charge and spin (kJ/mol) = 53.7
- LUMO energy (eV) = 0.700


Formula: C18H23N4OPdS
Source: OMol25
Level of theory: the ωB97M-V functional and the def2-TZVPD basis

The geometry in XYZ format:
```
48
Properties=species:S:1:pos:R:3:forces:R:3:mulliken_charge:R:1
Pd -0.498403 -0.390558 0.186718 -0.4 0.2 0.0 -0.2185
C -2.676859 3.920035 0.321837 0.0 0.0 0.0 -1.2660
C -1.956576 2.708504 0.842621 0.0 0.0 0.0 0.6668
O -1.213051 2.029246 0.147372 0.1 0.0 0.0 -0.5222
N -2.183796 2.387285 2.141849 0.0 0.0 0.0 -0.0102
C -1.618704 1.191514 2.736012 0.0 0.0 0.0 -1.7733
C -2.464101 -0.034871 2.474168 0.0 0.1 0.0 1.2893
C -3.454963 -0.379991 3.379855 0.0 0.0 0.0 -0.8461
C -4.273318 -1.467247 3.129217 0.0 0.0 0.0 -0.3221
C -4.070478 -2.184356 1.963679 0.0 0.0 0.0 -0.8800
C -3.058637 -1.792518 1.109395 0.0 -0.1 0.0 0.0104
N -2.262628 -0.740447 1.346483 0.2 -0.2 -0.1 0.2061
H -2.231347 4.216977 -0.622361 0.0 0.0 0.0 0.3431
H -2.627742 4.747288 1.029217 0.0 0.0 0.0 0.3862
H -3.727195 3.674436 0.156416 0.0 0.0 0.0 0.3105
H -2.820123 2.946698 2.683362 0.0 0.0 0.0 0.2432
H -1.542733 1.346536 3.810819 0.0 0.0 0.0 0.5575
H -0.601878 1.062192 2.359533 0.0 0.0 0.0 0.3821
H -3.575548 0.208581 4.279400 0.0 0.0 0.0 0.4126
H -5.048147 -1.748130 3.829586 0.0 0.0 0.0 0.4273
H -4.675843 -3.043263 1.712707 0.0 0.0 0.0 0.4541
H -2.874559 -2.339535 0.195851 0.0 0.0 0.1 0.1658
C 1.727683 -2.628636 -3.044293 0.0 0.0 0.0 -0.9926
N 1.943000 -3.381920 -1.773518 -0.1 0.0 0.0 0.4001
C 2.458465 -4.741760 -2.063780 0.0 0.0 0.0 -0.9109
C 0.755483 -3.410805 -0.800105 0.0 0.0 0.0 -1.1216
C -0.530758 -2.946884 -1.416887 0.0 0.1 0.0 2.0863
C -1.200019 -3.795174 -2.304584 0.0 0.0 0.0 -0.0879
C -2.321202 -3.373695 -2.995097 0.0 0.0 0.0 -0.7740
C -2.793863 -2.081889 -2.802299 0.0 0.0 0.0 -0.4952
C -2.173165 -1.243605 -1.888458 0.1 0.0 -0.1 -0.3394
C -1.056316 -1.677122 -1.175884 0.1 -0.2 0.1 -0.8144
H 2.699266 -2.515468 -3.518571 0.0 0.0 0.0 0.3407
H 1.311594 -1.652658 -2.818068 0.0 0.0 0.0 0.3697
H 1.050224 -3.187035 -3.683779 0.0 0.0 0.0 0.4845
H 2.703781 -2.859154 -1.289713 0.0 0.0 -0.1 -0.1933
H 1.692506 -5.305245 -2.592503 0.0 0.0 0.0 0.3282
H 2.710695 -5.236065 -1.129145 0.0 0.0 0.0 0.4059
H 3.346916 -4.654782 -2.684372 0.0 0.0 0.0 0.3684
H 1.027276 -2.770458 0.033953 0.0 0.0 0.0 0.2740
H 0.685843 -4.437950 -0.446706 0.0 0.0 0.0 0.5226
H -0.828091 -4.803650 -2.455795 0.0 0.0 0.0 0.3840
H -2.823145 -4.044141 -3.679263 0.0 0.0 0.0 0.4339
H -3.656088 -1.730949 -3.354271 0.0 0.0 0.0 0.4207
H -2.564266 -0.246650 -1.722438 0.0 0.0 0.0 0.5139
S 3.974537 -1.085471 -0.943029 0.0 -0.1 0.1 -0.4456
C 2.436479 -0.610350 -0.722810 0.1 0.4 0.1 0.5046
N 1.329500 -0.262346 -0.590957 -0.1 -0.2 0.0 -0.6793
```
Forces are in eV/Å.

Results
- maximum force (Eh/bohr) = 0.00853
- E_tot (Eh) = -1519.84476
- charge = +1
- frontier orbital gap (Eh) = 0.30872
- energy above the lowest of the compared OMol25 structures with the same formula, charge and spin (kJ/mol) = 31.6
- LUMO energy (eV) = -2.655


Which of these has the lowest E_tot?
C24H75O31P7